A 6-piece molecular cluster, C14H25Cl10F3O2 overall, computed with ωB97M-V/def2-TZVPD.

Calculated values
- LUMO (eV) = 0.33
- energy relative to the best compared isomer or geometry (same formula, charge and spin) (kcal per mole) = 0.0
- SMILES = CCOC(=O)C(F)(F)F.ClCCCl.ClCCCl.ClCCCl.ClCCCl.ClCCCl
- Kohn-Sham gap (eV) = 10.84
- HOMO (Eh) = -0.386

```
! RIJCOSX wB97M-V def2-TZVPD def2/J DEFGRID3
* xyz 0 1
C 1.0619 -1.8599 -1.7613
C 1.1014 -2.9250 -2.9034
O 1.2290 -2.2934 -4.1379
C 0.1092 -1.7775 -4.7993
O -1.0823 -1.8538 -4.3970
C 0.5055 -1.1520 -6.1440
F 0.1386 -2.0520 -7.1183
F -0.2756 -0.0381 -6.2870
F 1.8036 -0.8734 -6.1921
H 0.2419 -1.1991 -2.0425
H 1.9080 -1.1734 -1.7315
H 1.0101 -2.3153 -0.7724
H 0.2636 -3.6104 -2.7754
H 1.9249 -3.6347 -2.8245
Cl 2.2955 2.6851 -5.1024
C 1.9557 2.1105 -3.4458
C 3.0977 2.6052 -2.4905
Cl 4.6668 1.7285 -2.7510
H 1.8486 1.0258 -3.4589
H 1.0016 2.5102 -3.1023
H 2.8867 2.6317 -1.4214
H 3.3795 3.6130 -2.7957
Cl 2.0881 1.6526 1.9797
C 0.7071 1.2362 0.8931
C 0.0005 0.0487 1.4652
Cl 1.1739 -1.1510 1.9728
H 1.1328 1.0464 -0.0922
H 0.0257 2.0831 0.8118
H -0.5479 -0.3479 0.6108
H -0.6607 0.2601 2.3056
Cl -1.0590 -2.9438 4.1786
C -1.4139 -2.3709 5.8006
C -2.4834 -1.2252 5.7539
Cl -1.8066 0.2552 5.0162
H -0.5095 -2.0821 6.3362
H -1.8042 -3.2276 6.3500
H -2.8220 -0.9929 6.7636
H -3.3069 -1.5670 5.1269
Cl -5.5553 -1.4459 -1.1188
C -4.6407 -1.5251 -2.6226
C -3.7067 -0.3016 -2.5937
Cl -2.4891 -0.4769 -1.3289
H -5.2186 -1.6476 -3.5386
H -4.0356 -2.4295 -2.5597
H -4.1571 0.6843 -2.4790
H -3.2428 -0.1249 -3.5641
Cl 2.7101 4.7743 6.1406
C 2.3811 3.2930 5.2049
C 1.0452 2.6038 5.5111
Cl -0.4070 3.5739 4.9674
H 3.1766 2.5590 5.3340
H 2.3166 3.5685 4.1523
H 1.0467 2.4665 6.5924
H 0.9909 1.6025 5.0839
*
```

C14H25Cl2N2OP2Pd as an isolated structure, computed with ωB97M-V/def2-TZVPD.

Calculated values
- LUMO (alpha / beta) (eV) = -10.28 / -15.00
- expectation value of S² = 6.021
- Kohn-Sham gap (alpha / beta) (eV) = 9.05 / 4.49
- HOMO (alpha / beta) (Eh) = -0.710 / -0.716

```
! RIJCOSX wB97M-V def2-TZVPD def2/J DEFGRID3
* xyz 3 5
C -3.5252 -0.8963 -4.2861
C -2.7243 -0.7883 -3.0438
H -4.3980 -1.5551 -4.1715
H -2.8764 -1.2713 -5.1039
H -3.8656 0.1292 -4.5338
O -2.8757 -1.2685 -1.9379
Cl -1.2975 0.3314 -3.3882
Pd -0.3443 0.2070 -1.1945
P 1.0516 -1.7080 -1.0702
C 1.0190 -3.0993 0.1264
C 0.3341 -2.5014 -2.5589
H 0.7811 -3.4743 -2.7959
H 3.2014 -2.3731 -2.0333
H 0.4850 -1.7820 -3.3669
H 2.8875 -0.5877 -2.1254
H -0.0220 -3.3980 0.2743
H -0.7414 -2.5814 -2.3602
C 2.8152 -1.4904 -1.5008
H 1.5974 -3.9462 -0.2599
H 3.4119 -1.3146 -0.5957
H 1.4330 -2.8011 1.0894
P -1.3976 1.7767 0.1971
C -2.1997 1.6107 1.8400
C -0.6835 3.4638 0.2171
H -2.4443 2.0519 -1.9380
H -3.5426 2.6765 -0.6400
H -3.3322 0.9097 -0.8978
C -2.8461 1.8896 -0.9318
H -0.1022 3.5870 -0.7034
H -1.4612 4.2397 0.2903
H -2.7695 2.5097 2.1106
H -1.4566 1.4400 2.6211
H 0.0205 3.5600 1.0570
H -2.8747 0.7512 1.8206
Cl 1.4495 1.6093 -2.0762
N 3.6894 0.2039 6.6471
C 3.2044 0.2232 5.5824
C 2.6179 0.3117 4.2691
C 1.7162 1.3175 3.9355
C 1.1513 1.2947 2.6493
N 1.4307 0.3655 1.7391
C 2.3648 -0.5295 2.0281
C 2.9710 -0.6056 3.2873
H 1.4018 2.0830 4.6427
H 0.4216 2.0490 2.3495
H 2.6409 -1.2316 1.2426
H 3.6835 -1.3881 3.4976
*
```

C14H25CoNO8P2 as an isolated structure, computed with ωB97M-V/def2-TZVPD.

Calculated values
- LUMO (alpha / beta) (eV) = 0.31 / 0.48
- energy relative to the best compared isomer or geometry (same formula, charge and spin) (kcal per mole) = 13.8
- expectation value of S² = 0.841
- Kohn-Sham gap (alpha / beta) (eV) = 8.61 / 8.74
- HOMO (alpha / beta) (Eh) = -0.305 / -0.303

```
! RIJCOSX wB97M-V def2-TZVPD def2/J DEFGRID3
* xyz 0 2
Co -0.0803 -0.3842 0.0510
C -1.7314 3.5151 -0.9646
C -1.1702 2.6505 0.1219
C -1.9811 1.7780 0.8347
C -1.4570 0.9523 1.8306
C -2.3811 0.1256 2.6746
C -0.0805 1.0002 2.0942
C 0.7350 1.9424 1.4467
C 2.1565 2.1382 1.8823
C 0.1791 2.7395 0.4565
H -1.6362 4.5681 -0.7013
H -2.7786 3.2852 -1.1376
H -1.1863 3.3473 -1.8912
H -3.0383 1.7221 0.6172
H -2.8978 0.7704 3.3887
H -1.8341 -0.6396 3.2210
H -3.1238 -0.3508 2.0387
H 0.3192 0.4555 2.9418
H 2.2153 2.9569 2.6032
H 2.7824 2.3874 1.0296
H 2.5395 1.2348 2.3503
H 0.8049 3.4526 -0.0604
N 4.0051 -0.8445 -0.9502
C 2.7127 -0.9095 -0.5753
O 2.1079 0.1036 -0.2453
C 2.0676 -2.2671 -0.5695
C 0.8676 -2.2431 0.3730
H 4.4530 0.0557 -1.0030
H 4.5032 -1.6460 -1.2928
H 2.8102 -3.0319 -0.3003
H 1.7425 -2.4514 -1.5978
H 1.2255 -2.2790 1.4059
H 0.2313 -3.1102 0.1998
C -1.6054 -3.0372 -2.8039
C -2.3451 -1.7205 -2.7985
O -3.3161 -1.6854 -3.8087
P -1.2062 -0.2975 -3.0237
O -2.1150 0.9882 -3.0903
O -0.6223 -0.4439 -4.4969
O -0.0786 -0.1536 -2.0571
P -3.1091 -1.2108 -1.1794
O -4.0732 -2.4321 -0.7683
O -3.9286 -0.0044 -1.4966
O -2.0262 -1.1177 -0.1387
H -1.1575 -3.1828 -3.7853
H -2.2973 -3.8536 -2.6042
H -0.8289 -3.0266 -2.0428
H -4.0097 -1.0708 -3.5268
H -2.8781 0.8659 -2.4602
H 0.0391 0.2309 -4.6515
H -3.5736 -3.0459 -0.2303
*
```

A 2-piece molecular cluster, C14H25N3O2S overall, computed with ωB97M-V/def2-TZVPD.

Calculated values
- LUMO (eV) = 0.59
- energy relative to the best compared isomer or geometry (same formula, charge and spin) (kcal per mole) = 383.0
- Kohn-Sham gap (eV) = 8.92
- HOMO (Eh) = -0.306

```
! RIJCOSX wB97M-V def2-TZVPD def2/J DEFGRID3
* xyz 0 1
C 6.3339 2.1126 -0.4959
H 5.6275 2.7687 -0.8725
H 7.1841 2.1584 -1.3972
H 6.8001 2.4174 0.3169
S 5.6695 0.2473 -0.5195
C 4.3866 0.6984 1.0174
C 3.6951 -0.6242 1.6270
C 3.0765 -1.2423 0.2131
O 3.5021 -2.2881 -0.1674
N 2.0269 -0.7590 -0.2214
C 1.1412 0.5867 0.3113
H 1.0119 1.2527 -0.5869
C -0.1845 -0.2967 0.5574
N -0.8680 -0.7140 -0.3732
C -1.4227 0.0756 -1.5596
C -2.5134 1.0094 -0.6995
O -2.2220 2.0840 -0.7273
N -3.5919 0.4165 -0.2598
C -3.7625 -0.8392 -0.3706
C -5.2861 -0.9627 0.4480
H -6.0735 -0.9521 -0.5296
C -5.4149 0.3375 1.3602
C -4.5727 1.3757 0.3951
H -5.3050 1.7642 -0.2229
H -4.0902 2.2353 0.6590
H -4.6621 0.0948 2.1202
H -6.2985 0.3695 1.4480
H -5.3680 -1.7648 0.8649
H -3.2008 -1.5125 0.4047
H -3.8256 -1.4112 -1.2422
H -0.6352 0.8294 -1.9607
H -1.9203 -0.5431 -2.3305
C -0.0144 -1.8267 -0.9063
C 1.3294 -1.5109 -1.3534
H 1.2518 -0.7492 -2.1674
H 2.0249 -2.0231 -1.5780
H 0.0837 -2.6075 -0.3052
H -0.5437 -2.3132 -1.5128
H -0.1348 -0.7802 1.5164
H -0.9313 0.8585 1.0905
H 1.7398 0.7591 1.3303
H 4.4191 -1.0902 2.0870
H 2.9894 -0.3144 2.3001
H 4.9412 1.1248 1.8057
H 3.6077 1.5487 0.4862
*
```

C14H26Br6FNO4S as an isolated structure, computed with ωB97M-V/def2-TZVPD.

Calculated values
- LUMO (eV) = -0.35
- Kohn-Sham gap (eV) = 9.37
- HOMO (Eh) = -0.357

```
! RIJCOSX wB97M-V def2-TZVPD def2/J DEFGRID3
* xyz 0 1
C -5.3004 -0.1777 -3.6561
C -3.7278 -0.0797 -3.1811
O -3.1538 -1.3539 -2.7127
C -1.6587 -1.2673 -2.7524
C -1.0246 -0.4787 -1.4621
C -0.1098 0.8310 -1.8261
Br -1.1829 2.3422 -2.6733
Br 1.3055 0.3686 -3.2210
C 0.6816 1.5081 -0.5629
C 0.6686 0.6389 0.8249
C -0.7343 0.7503 1.6917
N -1.6979 1.8021 1.1893
C 1.8379 1.3297 1.8020
C 1.5272 2.8921 2.1850
F 2.4957 3.7974 1.4976
O 1.0790 -0.7749 0.6761
S 0.0865 -1.6197 -0.4219
O -0.7644 -2.6555 0.3871
O 1.0665 -2.4404 -1.3459
H -5.6914 0.9489 -3.7121
H -5.9989 -0.7390 -2.8983
H -5.3753 -0.5998 -4.7641
H -3.0694 0.3725 -4.0549
H -3.6707 0.6706 -2.2616
H -1.2911 -2.3996 -2.6635
H -1.2892 -0.8852 -3.7993
H -1.9054 -0.1380 -0.7342
H 1.8114 1.6721 -0.9120
H 0.2675 2.6111 -0.3764
H -0.4511 1.0069 2.8135
H -1.3362 -0.2793 1.7096
H -1.9934 2.4743 1.9412
H -2.5376 1.3408 0.7472
H 2.8727 1.2680 1.2223
H 1.9110 0.6762 2.7953
H 0.4553 3.2721 1.9098
H 1.7180 2.9898 3.3591
Br 0.8199 1.7346 8.5239
C 2.0698 2.0443 7.0593
C 1.6597 3.2418 6.2340
Br 0.1718 2.8072 5.0502
H 2.1223 1.1168 6.4825
H 3.0350 2.2215 7.5423
H 2.4718 3.5480 5.5687
H 1.3476 4.0987 6.8376
Br 4.0378 -3.4939 -4.3695
C 2.3542 -4.3212 -3.8364
C 2.5548 -5.7664 -3.4437
Br 2.7700 -6.9016 -5.0150
H 1.6564 -4.1901 -4.6681
H 2.0074 -3.7341 -2.9812
H 1.6690 -6.1538 -2.9327
H 3.4328 -5.9267 -2.8115
*
```

Let's list max |F| in order: 5.0 3.6 1.8 16.3 8.4 eV Å⁻¹.